1.
The following is a DFT calculation (wB97M-V/def2-TZVPD) of C33H49BrNP3Sn as an isolated structure in a non-equilibrium geometry.

For the HOMO energy (spin up / spin down), the calculation gives -12.39 / -12.39 eV. The energy relative to the best compared isomer or geometry (same formula, charge and spin) is 0.0 kJ/mol. As for the charge: +2. The value obtained for the gap between HOMO and LUMO (spin up / spin down) is 5.34 / 5.34 eV. As for the spin multiplicity: 1. The LUMO energy (spin up / spin down) comes out at -0.2589 / -0.2589 Eh. Its calculated total energy is -140228.922 eV.

```
88
C33H49BrNP3Sn | the OMol25 dataset | wB97M-V/def2-TZVPD
C 2.460 4.089 -1.075
C 1.445 3.347 -1.741
C 1.544 3.266 -3.153
C 2.719 3.687 -3.792
N 3.727 4.239 -3.109
C 3.590 4.507 -1.804
C 0.427 2.625 -1.041
C -0.422 1.846 -0.530
C -1.821 1.882 -0.144
C -2.581 0.709 0.142
C -3.723 0.817 0.968
C -4.176 2.085 1.338
C -3.625 3.250 0.787
C -2.429 3.136 0.067
Sn -0.492 -0.438 1.100
P 1.858 -0.536 -0.298
H 0.727 2.859 -3.747
H 2.362 4.356 -0.025
H 2.843 3.559 -4.876
H 4.401 5.060 -1.310
H -1.896 4.018 -0.289
H -2.475 -0.301 -0.377
H -4.086 4.220 0.948
H -4.242 -0.089 1.284
C 2.577 -2.242 -0.203
C 3.741 -2.629 -1.114
H 1.723 -2.926 -0.365
H 2.874 -2.359 0.853
H 3.989 -3.686 -0.933
H 3.512 -2.538 -2.184
H 4.645 -2.044 -0.895
C 1.881 -0.070 -2.094
C 3.219 0.332 -2.706
H 1.158 0.752 -2.180
H 1.444 -0.923 -2.641
H 3.097 0.430 -3.793
H 3.563 1.312 -2.353
H 4.013 -0.401 -2.530
C 2.974 0.639 0.572
C 4.473 0.339 0.553
H 2.603 0.665 1.612
H 2.761 1.633 0.140
H 4.990 1.106 1.145
H 4.721 -0.633 1.003
H 4.895 0.379 -0.462
Br -5.648 2.188 2.588
P -1.691 -1.963 -1.658
C -0.528 -2.761 -2.826
C -1.057 -4.041 -3.475
H 0.386 -2.971 -2.238
H -0.263 -2.010 -3.588
H -0.262 -4.501 -4.074
H -1.362 -4.784 -2.726
H -1.897 -3.854 -4.161
C -2.873 -3.244 -1.017
C -4.184 -3.436 -1.777
H -3.079 -2.921 0.024
H -2.301 -4.184 -0.948
H -4.817 -4.141 -1.224
H -4.749 -2.497 -1.860
H -4.044 -3.863 -2.778
C -2.693 -0.792 -2.685
C -3.108 -1.309 -4.060
H -2.079 0.121 -2.786
H -3.574 -0.498 -2.089
H -3.676 -0.529 -4.589
H -2.236 -1.546 -4.683
H -3.763 -2.189 -3.997
C -2.536 -0.007 4.206
P -0.865 0.334 3.572
C -0.682 2.160 3.526
C 0.407 -0.382 4.683
C 1.419 -1.298 4.264
C 2.298 -1.867 5.203
C 2.184 -1.546 6.570
C 1.246 -0.582 6.975
C 0.386 0.015 6.038
H -3.009 -0.861 3.684
H -3.188 0.874 4.102
H -2.408 -0.267 5.269
H -1.653 2.681 3.615
H -0.025 2.418 4.379
H -0.200 2.497 2.593
H 1.541 -1.549 3.196
H 3.101 -2.550 4.878
H 2.833 -2.018 7.324
H 1.177 -0.267 8.024
H -0.305 0.814 6.346
```

Mulliken atomic charge list, values in e, 8 entries:
1. C -0.378
2. C 0.552
3. C -0.200
4. C -0.478
5. N -0.490
6. C -0.446
7. C -0.302
8. C 0.321

---

2.
The following is a DFT calculation (wB97M-V/def2-TZVPD) of C3H9Ag3ClO4P as an isolated structure in a non-equilibrium geometry.

For the HOMO energy, the calculation gives -16.46 eV. The energy relative to the best compared isomer or geometry (same formula, charge and spin) is 0.0 kJ/mol. As for the charge: +2. The value obtained for the gap between HOMO and LUMO is 6.67 eV. As for the spin multiplicity: 1. The LUMO energy comes out at -0.3600 Eh. Its calculated total energy is -45240.336 eV.

```
21
C3H9Ag3ClO4P | the OMol25 dataset | wB97M-V/def2-TZVPD
Ag -19.776 -25.740 -11.446
Ag -20.575 -23.091 -9.426
Ag -20.108 -22.671 -13.466
Cl -21.887 -24.103 -11.735
C -22.302 -19.701 -10.977
O -22.977 -19.435 -9.747
P -22.830 -20.409 -8.496
O -21.679 -21.351 -8.500
O -22.776 -19.502 -7.206
C -22.892 -18.054 -7.272
O -24.259 -21.116 -8.406
C -24.511 -22.299 -9.141
H -22.390 -20.747 -11.292
H -21.235 -19.511 -10.811
H -22.650 -19.053 -11.774
H -23.297 -17.681 -6.337
H -23.643 -17.808 -8.024
H -21.942 -17.595 -7.524
H -25.427 -22.274 -9.722
H -24.503 -23.160 -8.469
H -23.710 -22.563 -9.848
```

Mulliken atomic charge list, values in e, 8 entries:
1. Ag 0.758
2. Ag 0.702
3. Ag 0.837
4. Cl -0.511
5. C -0.472
6. O -0.234
7. P 0.886
8. O -0.545

---

3.
The following is a DFT calculation (wB97M-V/def2-TZVPD) of C52H60CsN5O3PSi3 as an isolated structure in a non-equilibrium geometry.

For the HOMO energy, the calculation gives -3.59 eV. The energy relative to the best compared isomer or geometry (same formula, charge and spin) is 25.1 kJ/mol. As for the charge: -1. The value obtained for the gap between HOMO and LUMO is 5.30 eV. As for the spin multiplicity: 1. The LUMO energy comes out at 0.0630 Eh. Its calculated total energy is -101968.926 eV.

```
125
C52H60CsN5O3PSi3 | the OMol25 dataset | wB97M-V/def2-TZVPD
Cs -0.617 -1.019 -1.209
O 1.002 -2.017 -5.726
C 0.554 -2.049 -4.557
N -0.268 -1.211 -3.957
C -0.714 -0.155 -4.838
C -0.821 1.227 -4.235
C -0.950 2.319 -5.102
C -1.083 3.591 -4.588
C -1.074 3.762 -3.208
C -0.927 2.633 -2.427
N -0.824 1.398 -2.915
C 0.989 -3.262 -3.736
C 2.120 -3.962 -4.163
C 2.475 -5.130 -3.522
C 1.682 -5.588 -2.478
C 0.589 -4.823 -2.113
N 0.246 -3.684 -2.712
H -1.724 -0.390 -5.220
H -0.079 -0.084 -5.731
H -0.927 2.149 -6.171
H -1.176 4.445 -5.249
H -1.163 4.739 -2.751
H -0.898 2.713 -1.346
H 2.670 -3.566 -5.003
H 3.356 -5.681 -3.829
H 1.911 -6.504 -1.950
H -0.052 -5.138 -1.296
C 0.788 -0.116 2.640
O 1.416 0.233 1.440
Si 3.078 -0.008 1.163
C 3.434 -1.626 2.096
C 3.891 1.297 2.288
C 3.504 0.051 -0.560
Si 4.563 -1.251 -1.254
C 3.879 -3.018 -1.109
C 6.306 -1.331 -0.480
C 4.907 -1.074 -3.108
Si 3.501 1.644 -1.427
C 2.861 1.633 -3.216
C 5.216 2.474 -1.510
C 2.417 2.949 -0.569
H 1.139 0.492 3.486
H 0.946 -1.171 2.892
H -0.290 0.039 2.532
H 3.327 -1.475 3.174
H 4.450 -1.978 1.914
H 2.747 -2.420 1.802
H 3.418 1.365 3.273
H 3.879 2.288 1.828
H 4.940 1.031 2.444
H 3.893 -3.393 -0.086
H 4.459 -3.709 -1.726
H 2.851 -3.039 -1.475
H 6.255 -1.525 0.594
H 6.794 -0.361 -0.607
H 6.944 -2.095 -0.930
H 3.988 -1.089 -3.694
H 5.534 -1.905 -3.444
H 5.432 -0.147 -3.347
H 3.669 1.579 -3.948
H 2.299 2.548 -3.419
H 2.192 0.793 -3.405
H 5.935 1.840 -2.033
H 5.599 2.631 -0.499
H 5.190 3.440 -2.022
H 1.390 2.590 -0.485
H 2.402 3.869 -1.159
H 2.772 3.199 0.436
C 1.154 -5.604 1.947
C 0.915 -4.401 1.262
N -0.218 -3.739 1.330
C -1.201 -4.236 2.098
C -1.068 -5.432 2.824
C 0.155 -6.121 2.728
C -2.153 -5.909 3.630
C -3.310 -5.219 3.714
C -3.485 -3.990 2.996
C -4.671 -3.237 3.071
C -4.770 -2.067 2.366
C -3.677 -1.666 1.580
N -2.560 -2.351 1.487
C -2.449 -3.495 2.184
H 2.112 -6.097 1.847
H 1.684 -3.980 0.627
H 0.290 -7.048 3.273
H -2.020 -6.837 4.173
H -4.129 -5.579 4.325
H -5.488 -3.591 3.690
H -5.659 -1.452 2.410
H -3.710 -0.740 1.016
O -2.243 1.073 0.505
P -2.772 2.317 1.116
C -4.045 2.016 2.377
C -5.370 2.410 2.236
C -6.292 2.128 3.238
C -5.891 1.450 4.378
C -4.568 1.048 4.520
C -3.650 1.329 3.525
C -1.523 3.274 1.991
C -0.190 2.938 1.777
C 0.810 3.601 2.477
C 0.480 4.606 3.371
C -0.854 4.946 3.586
C -1.855 4.274 2.908
C -3.551 3.371 -0.132
C -4.089 2.723 -1.241
C -4.701 3.455 -2.246
C -4.773 4.837 -2.150
C -4.224 5.489 -1.053
C -3.613 4.758 -0.046
H -5.685 2.939 1.345
H -7.322 2.441 3.125
H -6.609 1.233 5.159
H -4.254 0.511 5.406
H -2.619 1.012 3.630
H 0.076 2.137 1.097
H 1.844 3.309 2.324
H 1.261 5.121 3.916
H -1.110 5.720 4.298
H -2.894 4.505 3.111
H -3.983 1.650 -1.329
H -5.094 2.949 -3.118
H -5.236 5.411 -2.942
H -4.259 6.569 -0.989
H -3.163 5.273 0.793
```

Mulliken atomic charge list, values in e, 8 entries:
1. Cs 1.587
2. O -0.859
3. C -0.299
4. N 0.130
5. C -1.618
6. C 0.716
7. C -0.692
8. C -0.617